Record 1
Formula: C19H22N4O5S2
Source: the Open Molecules 2025 dataset
Level of theory: the ωB97M-V functional and the def2-TZVPD basis

Each line ends with the Mulliken charge.
Geometry (Å):
C (-6.262, -3.391, 0.625)  -0.811
O (-6.718, -2.268, -0.091)  -0.429
C (-5.848, -1.254, -0.335)  0.563
C (-6.374, -0.174, -1.064)  -0.636
C (-5.608, 0.919, -1.385)  -0.500
C (-4.276, 0.957, -0.977)  -0.663
N (-3.385, 1.961, -1.214)  -0.702
C (-2.228, 1.714, -0.716)  0.582
N (-1.216, 2.624, -0.868)  0.003
C (0.110, 2.688, -0.510)  -0.423
O (0.752, 3.653, -0.860)  -0.668
C (0.681, 1.570, 0.327)  1.164
C (0.336, 1.797, 1.807)  -0.755
C (0.965, 0.688, 2.646)  -0.398
C (2.476, 0.669, 2.429)  -1.128
N (2.814, 0.536, 1.026)  0.375
S (2.719, -1.015, 0.401)  1.435
O (3.097, -1.931, 1.435)  -0.773
O (1.484, -1.256, -0.298)  -0.732
C (4.017, -0.931, -0.788)  0.611
C (5.400, -0.768, -0.487)  0.316
C (5.990, -0.623, 0.860)  -1.182
N (6.092, -0.756, -1.592)  -0.738
O (5.223, -0.906, -2.627)  -0.155
C (3.974, -1.013, -2.155)  0.346
C (2.846, -1.184, -3.096)  -1.349
C (2.208, 1.531, 0.175)  -1.677
S (-2.086, 0.165, 0.139)  0.013
C (-3.758, -0.129, -0.245)  0.578
C (-4.523, -1.236, 0.081)  -0.354
H (-5.444, -3.897, 0.101)  0.329
H (-5.936, -3.119, 1.634)  0.325
H (-7.116, -4.063, 0.692)  0.231
H (-7.408, -0.233, -1.365)  0.424
H (-6.014, 1.746, -1.945)  0.448
H (-1.521, 3.433, -1.404)  0.286
H (0.291, 0.603, 0.001)  0.419
H (-0.746, 1.809, 1.949)  0.439
H (0.731, 2.768, 2.118)  0.362
H (0.747, 0.844, 3.704)  0.425
H (0.553, -0.277, 2.343)  0.283
H (2.932, -0.180, 2.939)  0.529
H (2.928, 1.597, 2.794)  0.375
H (5.573, -1.385, 1.515)  0.324
H (7.070, -0.715, 0.805)  0.415
H (5.727, 0.351, 1.268)  0.228
H (2.742, -0.297, -3.720)  0.320
H (1.935, -1.344, -2.526)  0.267
H (3.032, -2.033, -3.750)  0.432
H (2.477, 1.289, -0.856)  0.395
H (2.628, 2.511, 0.420)  0.375
H (-4.083, -2.044, 0.640)  0.459

- Kohn-Sham gap: 0.3130 hartree
- SMILES string: COc1ccc2nc(NC(=O)[C@@H]3CCCN(S(=O)(=O)c4c(C)noc4C)C3)sc2c1
- Max |F|: 1.4 eV/Å
- HOMO energy: -8.1 eV
- Relative energy (zero: lowest compared OMol25 entry of this formula, charge and spin): 52.8 kcal per mole
- Net charge: 0
- Multiplicity: 1


Record 2
Formula: C19H22N4O6
Source: the Open Molecules 2025 dataset
Level of theory: the ωB97M-V functional and the def2-TZVPD basis

Each line ends with the Mulliken charge.
Geometry (Å):
C (-5.040, -2.147, -1.831)  -0.764
O (-3.989, -2.257, -0.896)  -0.440
C (-4.224, -1.588, 0.330)  -0.556
C (-3.836, -0.100, 0.298)  -1.058
N (-2.472, 0.148, 0.735)  0.159
C (-1.395, -0.136, -0.074)  0.303
N (-1.659, -0.673, -1.292)  -0.249
C (-0.115, 0.168, 0.329)  -0.647
N (0.978, -0.155, -0.513)  0.441
C (1.355, -1.554, -0.672)  -1.144
C (2.649, -1.934, 0.015)  0.824
C (3.136, -1.239, 1.111)  -0.021
C (4.316, -1.636, 1.717)  -0.851
C (5.014, -2.732, 1.243)  -0.417
C (4.529, -3.432, 0.151)  -0.588
C (3.355, -3.032, -0.460)  -0.843
C (1.825, 0.772, -1.041)  0.525
O (2.810, 0.437, -1.675)  -0.691
C (1.500, 2.200, -0.826)  0.232
C (2.491, 3.100, -0.880)  -0.520
O (2.351, 4.420, -0.599)  -0.392
C (1.111, 4.705, 0.009)  -0.433
C (-0.005, 3.954, -0.721)  -0.528
O (0.182, 2.563, -0.595)  -0.254
C (0.125, 0.867, 1.562)  0.778
O (1.194, 1.238, 2.002)  -0.681
N (-1.043, 1.106, 2.292)  0.021
C (-2.324, 0.796, 1.954)  0.450
O (-3.272, 1.066, 2.658)  -0.688
H (-5.965, -2.571, -1.427)  0.336
H (-5.223, -1.108, -2.123)  0.307
H (-4.733, -2.719, -2.705)  0.258
H (-3.617, -2.105, 1.079)  0.350
H (-5.278, -1.690, 0.608)  0.394
H (-3.968, 0.307, -0.708)  0.453
H (-4.468, 0.452, 0.998)  0.506
H (-0.851, -0.883, -1.853)  0.361
H (-2.451, -1.298, -1.389)  0.161
H (0.542, -2.169, -0.272)  0.424
H (1.470, -1.762, -1.742)  0.456
H (2.613, -0.374, 1.488)  0.410
H (4.691, -1.080, 2.564)  0.411
H (5.935, -3.038, 1.717)  0.375
H (5.070, -4.285, -0.231)  0.379
H (2.985, -3.575, -1.319)  0.371
H (3.497, 2.808, -1.128)  0.507
H (0.969, 5.785, -0.042)  0.366
H (1.131, 4.376, 1.056)  0.260
H (-0.984, 4.177, -0.293)  0.386
H (0.011, 4.239, -1.782)  0.276
H (-0.925, 1.590, 3.175)  0.285

- Kohn-Sham gap: 0.3200 hartree
- SMILES string: COCCn1c(N)c(N(Cc2ccccc2)C(=O)C2=COCCO2)c(=O)[nH]c1=O
- Max |F|: 0.8 eV/Å
- HOMO energy: -8.3 eV
- Relative energy (zero: lowest compared OMol25 entry of this formula, charge and spin): 0.0 kcal per mole
- Net charge: 0
- Multiplicity: 1


Record 3
Formula: C19H22N5O6S2W
Source: the Open Molecules 2025 dataset
Level of theory: the ωB97M-V functional and the def2-TZVPD basis

Each line ends with the Mulliken charge.
Geometry (Å):
W (0.344, -1.051, -0.316)  1.686
C (1.084, -3.376, 3.321)  -1.651
C (1.168, -2.440, 2.172)  1.292
N (0.118, -1.900, 1.633)  0.774
N (-1.094, -2.142, 2.227)  -1.555
C (-2.094, -1.649, 1.555)  0.794
N (-3.329, -1.752, 2.045)  -0.364
S (-1.979, -0.811, -0.006)  -0.476
C (2.446, -2.046, 1.553)  0.418
C (3.677, -2.351, 2.111)  -0.864
C (4.834, -1.871, 1.517)  -0.474
C (4.737, -1.087, 0.379)  -0.835
C (3.482, -0.818, -0.131)  -0.079
N (2.366, -1.288, 0.432)  -0.291
H (0.240, -4.046, 3.166)  0.392
H (0.874, -2.827, 4.243)  0.325
H (1.993, -3.955, 3.445)  0.489
H (-3.466, -2.182, 2.945)  0.244
H (-4.107, -1.329, 1.569)  0.215
H (3.737, -2.943, 3.011)  0.350
H (5.800, -2.099, 1.945)  0.450
H (5.614, -0.688, -0.108)  0.439
H (3.345, -0.206, -1.012)  0.457
O (0.124, -0.242, -6.390)  -0.491
C (0.229, -0.472, -5.082)  0.962
C (0.230, -1.763, -4.533)  -0.485
C (0.333, -1.875, -3.170)  0.194
N (0.420, -0.793, -2.402)  0.025
C (0.460, 0.443, -2.904)  0.505
C (0.365, 0.654, -4.254)  -0.663
C (0.687, 1.466, -1.808)  0.280
O (0.790, 2.638, -2.012)  -0.585
O (0.829, 0.872, -0.617)  -0.730
C (0.404, -3.148, -2.348)  0.167
O (0.309, -4.236, -2.829)  -0.567
O (0.619, -2.883, -1.050)  -0.662
H (0.030, -1.061, -6.893)  0.322
H (0.159, -2.652, -5.147)  0.469
H (0.400, 1.650, -4.673)  0.629
C (-2.855, 5.146, 0.704)  -1.204
C (-2.123, 4.312, -0.331)  -0.560
S (-2.150, 2.529, -0.033)  0.543
O (-3.571, 2.131, 0.196)  -0.708
C (-1.323, 2.500, 1.604)  -0.210
C (-2.319, 2.414, 2.750)  -1.218
H (-2.961, 6.170, 0.346)  0.398
H (-2.318, 5.182, 1.652)  0.262
H (-3.851, 4.741, 0.879)  0.302
H (-1.067, 4.571, -0.440)  0.345
H (-2.585, 4.411, -1.315)  0.455
H (-0.674, 3.373, 1.680)  0.585
H (-0.678, 1.618, 1.600)  -0.068
H (-2.954, 3.294, 2.807)  0.328
H (-1.778, 2.314, 3.692)  0.430
H (-2.973, 1.552, 2.625)  0.213

- Kohn-Sham gap (spin up / spin down): 0.2370 / 0.2300 hartree
- Max |F|: 0.4 eV/Å
- HOMO energy (spin up / spin down): -10.7 / -10.7 eV
- Relative energy (zero: lowest compared OMol25 entry of this formula, charge and spin): 29.3 kcal per mole
- Net charge: +1
- Expectation value of S²: 2.016
- Multiplicity: 3


Record 4
Formula: C19H23As2CdF6INO8PSSbSe4
Source: the Open Molecules 2025 dataset
Level of theory: the ωB97M-V functional and the def2-TZVPD basis

Each line ends with the Mulliken charge.
Geometry (Å):
Cd (-2.344, 1.918, 0.286)  1.502
F (-4.363, 3.174, -0.146)  -0.460
P (-4.254, 4.288, 1.102)  1.179
F (-4.531, 5.459, 0.051)  -0.388
F (-5.813, 4.096, 1.390)  -0.353
F (-4.093, 5.317, 2.303)  -0.357
F (-3.895, 3.032, 2.079)  -0.359
F (-2.640, 4.369, 0.777)  -0.235
Se (-1.113, 2.183, 5.313)  -0.714
Sb (-0.113, 3.018, 3.276)  1.062
Se (-0.162, 1.121, 1.465)  -0.766
Se (-0.423, 5.486, 3.270)  -0.456
Se (2.301, 3.510, 3.582)  -0.622
I (-3.865, -0.376, 0.799)  -0.581
C (-3.282, -4.383, -0.389)  -0.551
O (-2.585, -4.069, -1.606)  -0.387
C (-1.429, -3.387, -1.559)  -0.211
O (-0.846, -3.166, -2.592)  -0.588
C (-1.021, -2.870, -0.220)  0.789
C (-0.350, -3.562, 0.714)  -0.127
As (1.177, -4.720, 0.271)  0.023
C (0.677, -5.550, -1.435)  -1.067
C (2.029, -3.024, -0.434)  0.538
C (1.501, -1.848, -0.785)  1.173
As (-0.267, -1.022, -0.159)  0.716
C (-0.803, -0.214, -1.854)  -1.309
C (2.268, -0.831, -1.584)  -0.371
O (2.406, 0.305, -1.220)  -0.566
O (2.742, -1.192, -2.791)  -0.413
C (2.337, -2.411, -3.437)  -0.410
C (3.502, -3.294, -0.539)  -0.076
O (3.930, -4.250, -1.146)  -0.645
O (4.350, -2.485, 0.100)  -0.380
C (3.883, -1.566, 1.119)  -0.359
C (-0.021, -2.897, 2.035)  0.324
O (1.051, -3.031, 2.587)  -0.690
O (-1.053, -2.235, 2.524)  -0.055
C (-0.865, -1.587, 3.802)  -0.731
H (-4.180, -4.909, -0.704)  0.291
H (-3.553, -3.474, 0.150)  0.125
H (-2.682, -5.025, 0.253)  0.268
H (-0.283, -6.059, -1.323)  0.369
H (1.445, -6.300, -1.624)  0.371
H (0.630, -4.871, -2.277)  0.227
H (-0.429, -0.811, -2.684)  0.436
H (-0.380, 0.786, -1.918)  0.290
H (-1.891, -0.198, -1.927)  0.418
H (2.928, -3.256, -3.092)  0.244
H (2.523, -2.242, -4.496)  0.336
H (1.278, -2.607, -3.282)  0.142
H (4.774, -1.303, 1.682)  0.316
H (3.160, -2.048, 1.774)  0.187
H (3.459, -0.665, 0.683)  0.185
H (-1.809, -1.102, 4.025)  0.250
H (-0.083, -0.836, 3.736)  0.252
H (-0.600, -2.332, 4.551)  0.285
S (-1.242, 3.468, -1.814)  -0.463
C (-0.035, 4.527, -1.288)  0.593
N (0.633, 4.332, -0.129)  0.482
C (1.645, 5.100, 0.327)  0.107
C (2.067, 6.166, -0.409)  -0.886
C (1.400, 6.442, -1.615)  0.022
C (0.376, 5.648, -2.048)  -0.761
H (0.351, 3.534, 0.441)  -0.395
H (2.055, 4.797, 1.284)  0.083
H (2.882, 6.779, -0.056)  0.414
H (1.694, 7.301, -2.207)  0.337
H (-0.157, 5.851, -2.965)  0.395

- Kohn-Sham gap (spin up / spin down): 0.2044 / 0.2036 hartree
- Max |F|: 2.1 eV/Å
- HOMO energy (spin up / spin down): -2.4 / -2.4 eV
- Relative energy (zero: lowest compared OMol25 entry of this formula, charge and spin): 43.0 kcal per mole
- Net charge: -2
- Expectation value of S²: 0.763
- Multiplicity: 2


DFT total energy across the listed records, respectively: -2128.80912; -1407.71092; -2325.81909; -17516.54424 a.u..